9 unconnected molecules or ions with the total composition C23H51Cl8N5O5, computed with the ωB97M-V functional and the def2-TZVPD basis.

The total energy is -142545.33732 eV. Its net charge is 0. The energy above the lowest of the compared OMol25 structures with the same formula, charge and spin comes out at 39.87 kcal per mole. The calculation puts the HOMO-LUMO gap at 8.95 eV. Its SMILES is CN(C)C=O.CN(C)C=O.CN(C)C=O.CN(C)C=O.CN(C)C=O.ClCCCl.ClCCCl.ClCCCl.ClCCCl.

Positions of all 92 atoms, in Å:
H (-5.13581, 5.05510, 0.17726)
H (-3.95117, -2.97494, 3.53288)
H (1.42917, -4.84694, 4.60528)
H (0.80473, 0.15056, 2.09472)
N (-4.38689, 3.28611, -0.46451)
H (2.53471, 0.16064, 4.25997)
H (1.01502, -3.03712, 4.71350)
H (0.93250, -2.95272, -5.07465)
C (2.02057, 4.33150, -1.84529)
O (0.57804, 2.28200, -2.60148)
H (-0.56285, -3.70385, -5.02990)
H (-0.98702, 2.20739, -6.10175)
C (2.33673, 4.12380, -3.31860)
H (3.36080, 0.00020, 1.05407)
C (0.45089, -5.28860, 2.17050)
H (2.09503, -0.39740, 7.21765)
H (-1.54219, -1.35993, -2.17399)
Cl (4.77647, 2.11903, 2.11534)
C (-4.30268, 2.41200, 0.70529)
H (-1.65758, -1.65225, 3.21559)
H (-0.73284, 2.88926, -4.04301)
Cl (-0.98131, 0.84926, 0.82396)
N (-3.35400, -1.80064, 1.94854)
H (2.10716, 3.36106, -1.35565)
H (1.38414, -0.39622, -4.92518)
H (-1.12273, 0.53003, -5.56589)
Cl (0.35961, -0.56995, 5.01455)
H (-2.86368, -0.93831, 0.14187)
H (1.40273, 2.45257, 0.10065)
H (0.08424, -5.08050, 1.16881)
C (0.73819, -2.54351, -2.59708)
H (-0.36349, -5.77422, 2.71252)
O (-4.83043, -0.82225, 0.54357)
C (0.75880, -4.02763, 4.34011)
C (0.11081, 2.25900, -3.72415)
H (6.35949, 0.56248, 1.46584)
C (-3.32721, 3.42202, -1.30779)
H (-4.14438, 3.05344, 1.57745)
H (-5.19689, -2.68988, 2.43280)
C (4.32146, -0.34243, 1.43214)
H (2.35607, 0.77631, -3.92850)
Cl (3.11639, 5.46230, -1.01967)
H (4.18785, -0.51359, 2.49747)
H (5.20731, 1.01296, 0.10181)
C (2.68976, -0.41272, 6.30625)
C (1.42269, -3.10610, 2.12440)
H (1.56613, -3.34534, 1.05965)
N (-0.30476, -2.36326, -3.44608)
H (-1.86255, -3.20179, 2.18794)
N (0.93583, -4.11446, 2.88367)
H (-2.65205, 2.55575, -1.24332)
H (-0.27383, -4.12111, 4.68326)
N (0.50001, 1.45569, -4.73799)
C (-0.11100, -2.72480, -4.84215)
H (2.30316, 0.92386, -5.63248)
Cl (1.17948, 2.95672, 2.43323)
H (1.72937, 3.28813, -3.66538)
H (-5.77483, 4.54340, -1.45231)
O (-3.17111, 4.36387, -2.05559)
C (-5.49225, 4.23261, -0.45043)
H (-3.47783, 1.72242, 0.55800)
O (0.73904, -2.19691, -1.43440)
H (2.59614, 1.72296, 0.98055)
H (2.90545, -1.45552, 6.08383)
Cl (1.75116, 5.47178, -4.31386)
H (-0.40588, -1.96065, -5.55824)
H (1.19126, -0.14237, 0.36655)
H (-2.13306, -1.41602, -3.80171)
H (-5.24333, 1.87414, 0.80375)
C (1.68441, 0.64335, -4.77228)
C (1.51658, 1.89626, 1.03148)
H (3.38680, 3.92044, -3.50697)
H (1.22123, -6.06613, 2.13894)
H (1.61660, -2.90939, -3.14851)
C (-0.41767, 1.30935, -5.86722)
C (-1.64965, -2.02201, -3.03565)
Cl (4.65443, -1.87249, 0.55132)
H (-4.71182, -1.34556, 3.53702)
H (-6.37193, 3.78611, 0.01070)
C (-4.36953, -2.17322, 2.92074)
Cl (4.22652, 0.39651, 6.59798)
C (5.33885, 0.73514, 1.14454)
C (0.78309, 0.55928, 1.08908)
H (0.18536, 1.09662, -6.74924)
H (-1.41013, -1.65632, 1.46669)
H (1.68300, 1.30361, 5.32270)
H (0.99428, 4.66007, -1.70338)
O (1.65434, -1.98374, 2.54402)
C (-1.96231, -2.12031, 2.28304)
C (1.93201, 0.25976, 5.16070)
H (-2.29223, -2.86364, -2.77743)
C (-3.68494, -1.15009, 0.83752)



A molecular structure, C30H38BrN6O4W, computed with the ωB97M-V functional and the def2-TZVPD basis.

The total energy is -120722.78370 eV. Its net charge is +1. The energy above the lowest of the compared OMol25 structures with the same formula, charge and spin comes out at 5.12 kcal per mole. The calculation puts the HOMO-LUMO gap (spin up / spin down) at 7.51 / 7.73 eV. As for the multiplicity: 3.

Positions of all 80 atoms, in Å:
H (-1.68326, -1.23324, -2.35159)
H (5.08624, -0.49233, 1.10469)
C (-2.45015, -1.17532, 2.55264)
H (1.88778, -1.05369, -3.01872)
C (-0.43313, -3.67246, 0.99026)
H (-1.80361, -0.34567, 2.82698)
C (-3.44166, 2.43691, -4.16398)
C (-2.30904, 2.44134, -3.38683)
C (2.98121, -2.72287, -1.23819)
H (1.71042, -1.23102, 4.11417)
H (-2.31046, 6.32394, 4.24562)
C (-1.96002, 3.33558, 2.71441)
C (-3.23874, -0.22322, -0.91702)
C (-4.47121, 1.51060, -3.93796)
H (-3.71350, -1.79048, 0.94876)
C (-0.15545, -0.67142, -3.58036)
N (-0.87956, 5.89904, 2.82371)
C (-3.12941, -0.90794, 1.22775)
H (-0.30485, -1.49807, -4.27795)
W (-0.21586, 0.12356, -0.34714)
H (3.05944, 0.05773, 2.26968)
H (-0.50688, -4.60958, 1.56104)
N (-0.50337, -2.49534, 1.84515)
H (-4.24517, -0.60195, -0.72493)
H (-2.38685, 2.34350, 2.66030)
Br (-3.94848, 3.89092, 4.67463)
H (0.47374, 5.27084, 1.40074)
N (1.53250, 0.96960, -1.38285)
H (-5.14821, -0.06703, -2.67858)
H (2.49951, 1.49678, -3.18202)
N (1.18487, 0.04113, 1.47182)
O (-1.00834, 1.49320, -1.69739)
H (1.55642, -2.47371, 2.06657)
H (0.76764, 1.77207, -3.14759)
H (-1.52070, 3.16521, -3.54950)
C (4.51131, -1.10282, 0.41772)
H (2.37852, -3.36596, -1.86776)
H (1.70012, -0.24555, -4.54830)
C (-0.87402, 3.68594, 1.92201)
H (2.40924, 0.54683, -1.09170)
H (4.82596, -3.63740, -1.77650)
O (1.03910, -1.55776, -0.62736)
H (6.20493, -2.17140, -0.32684)
H (-1.50433, -2.72217, 3.69001)
C (-2.13620, 1.49968, -2.35474)
C (0.76021, -1.15042, 3.57990)
C (-0.37070, 4.97950, 2.01275)
C (5.13263, -2.04397, -0.36358)
H (-3.83593, -0.09763, 1.41115)
H (-3.26432, -1.17686, 3.28461)
C (1.31293, -0.27830, -3.52900)
C (3.11606, -0.92213, 0.36539)
H (-0.01050, -1.16162, 4.35324)
H (1.51067, 1.90914, -0.96736)
C (0.67293, -2.40645, 2.70314)
H (-1.25177, -3.65022, 0.26727)
C (4.35039, -2.86901, -1.18085)
C (-0.24046, 2.71222, 0.99552)
C (2.33557, -1.72081, -0.49593)
H (0.71670, -3.27328, 3.38371)
N (-2.35401, -0.48210, -0.00222)
N (-0.68794, -1.06429, -2.25026)
C (2.45008, -0.18162, 1.39438)
O (-0.88053, 1.56643, 0.89138)
H (-5.36100, 1.52178, -4.55069)
C (0.72677, 0.21431, 2.85532)
H (1.38882, 0.91219, 3.37632)
H (-0.25854, -1.94182, -1.96802)
H (-2.39150, -3.28858, 2.29842)
C (-4.34338, 0.62321, -2.90519)
O (0.79806, 2.95781, 0.40376)
C (-1.91224, 5.56149, 3.58684)
H (-0.25695, 0.66319, 2.84342)
C (-1.72607, -2.49096, 2.64171)
H (-0.75281, 0.16309, -3.94586)
H (-3.54339, 3.16614, -4.95736)
H (0.50548, -3.67595, 0.44068)
C (1.54654, 1.07076, -2.86474)
C (-2.47860, 4.29222, 3.56098)
C (-3.18259, 0.58705, -2.09576)



A molecular structure, C6H14O2, computed with the ωB97M-V functional and the def2-TZVPD basis.

The total energy is -10540.10697 eV. Its net charge is 0. The energy above the lowest of the compared OMol25 structures with the same formula, charge and spin comes out at 103.99 kcal per mole. The calculation puts the HOMO-LUMO gap at 8.56 eV.

Positions of all 22 atoms, in Å:
H (0.93659, -2.32181, 1.17773)
H (-1.74088, 1.06163, -0.40990)
H (0.07652, 2.59770, 0.73879)
O (1.31098, 0.46766, -1.56347)
C (-1.21335, -2.28936, 0.82322)
H (0.15853, -0.54558, -0.00449)
H (-1.92118, -1.96195, 0.05881)
C (0.21010, -1.93945, 0.46419)
H (-1.47838, -1.79947, 1.76504)
H (-1.19235, -0.08380, -1.65435)
H (0.52367, -2.22838, -0.54198)
C (0.57406, -0.01562, 1.05813)
C (0.73900, 2.33570, -0.08725)
H (0.64346, 3.08390, -0.88077)
H (-1.13966, 1.64847, -1.97684)
C (-1.00534, 0.89104, -1.19872)
H (-1.33486, -3.36870, 0.94799)
C (0.39346, 0.96513, -0.62246)
H (1.76751, 2.36954, 0.28582)
H (2.18344, 0.86422, -1.44824)
H (1.67075, -0.06965, 1.09386)
O (-0.16206, 0.33877, 1.97487)



A molecular structure, C2H10N2O2P, computed with the ωB97M-V functional and the def2-TZVPD basis.

The total energy is -18589.86721 eV. Its net charge is +1. The energy above the lowest of the compared OMol25 structures with the same formula, charge and spin comes out at 137.60 kcal per mole. The calculation puts the HOMO-LUMO gap at 9.76 eV.

Positions of all 17 atoms, in Å:
H (-1.31356, -2.36081, 0.98779)
N (-1.73894, -0.62736, 0.06778)
H (2.40582, 1.26994, -1.25115)
H (-1.46621, 2.06714, 0.44108)
H (-2.36007, 0.18518, -0.09427)
P (0.32904, -0.94906, -0.80368)
C (1.13276, -0.70754, 0.88570)
H (0.52454, -0.00250, 1.46507)
O (-0.65933, 1.61087, 0.31546)
H (1.22282, -1.54737, 1.56477)
H (0.06598, 2.18230, 0.56317)
C (-2.04251, -1.56719, 0.74905)
H (1.94339, 1.33545, -2.90810)
H (2.18210, -0.25103, 0.81215)
H (-2.98332, -1.91309, 0.95719)
O (1.06551, -0.04804, -1.82829)
N (1.69197, 1.32312, -1.92371)



C23H26F3N3O4S in the gas phase, computed with the ωB97M-V functional and the def2-TZVPD basis.

The total energy is -55921.90228 eV. Its net charge is 0. The energy above the lowest of the compared OMol25 structures with the same formula, charge and spin comes out at 0.00 kcal per mole. The calculation puts the HOMO-LUMO gap at 8.02 eV. Its SMILES is O=C(Nc1ccc(N2CCOCC2)cc1)[C@H]1CCCN(S(=O)(=O)c2cccc(C(F)(F)F)c2)C1.

Positions of all 60 atoms, in Å:
H (2.69356, 2.32458, 2.40796)
H (2.51945, 0.31534, -1.09867)
C (4.03167, 2.09991, -0.08128)
H (0.96641, -1.16516, -1.60760)
H (4.53806, 2.57055, -0.93085)
H (3.50857, 0.16047, 3.22907)
N (3.77734, 0.08593, 1.18940)
O (1.90805, 3.20900, -0.00744)
C (4.09416, 0.67685, 2.46726)
H (-5.66372, -2.62182, -1.78184)
C (-1.36833, -1.15397, 1.82420)
C (-0.62724, 0.01054, 1.89873)
C (-2.12062, 0.25035, -1.59142)
H (4.00148, 3.87987, 1.14029)
F (-2.68059, -3.47003, 0.83232)
H (-1.36957, -1.72517, -2.00410)
H (-0.12551, 2.87664, -0.78273)
C (0.20832, -0.40107, -1.50763)
H (1.32082, 0.88588, 1.75329)
N (1.95174, 1.13480, -0.93345)
C (0.74711, -0.02407, 1.71096)
H (-5.19468, 0.21662, -3.89273)
C (-5.16470, -1.75493, -2.21680)
H (-4.42498, -1.08579, -0.31321)
H (-4.00318, 1.82149, -2.51535)
H (-6.39033, 1.14934, -2.94384)
O (-6.14599, -0.75217, -2.34540)
F (-1.91398, -4.02563, 2.75922)
N (-3.43866, -0.07935, -1.87266)
F (-0.89443, -4.65430, 0.97380)
H (4.15194, 2.64187, 3.34263)
C (-0.72566, -2.36198, 1.57477)
O (3.17268, -1.76805, -0.32910)
C (-4.43852, 0.95760, -2.01301)
C (1.37059, -1.22789, 1.45582)
S (3.12103, -1.41749, 1.06461)
C (4.52140, 0.66405, 0.09516)
O (3.67369, -2.31966, 2.02987)
C (-5.58172, 0.41906, -2.88209)
C (-1.11464, -0.71691, -1.71718)
H (1.16502, -3.32927, 1.19047)
H (-4.84303, 1.26677, -1.03558)
H (5.15952, 0.52831, 2.69399)
C (0.58591, 0.89616, -1.16247)
C (-0.39765, 1.86918, -1.04793)
C (3.77358, 2.17569, 2.43214)
H (4.39158, 0.03548, -0.78485)
H (-3.27224, -2.07221, -1.23630)
C (-4.01918, -1.28722, -1.31832)
H (5.59429, 0.67392, 0.33554)
H (-1.11785, 0.95168, 2.08839)
H (-4.76727, -2.01807, -3.20877)
C (-1.54007, -3.62559, 1.53008)
C (-1.72554, 1.54686, -1.25284)
C (2.51762, 2.20945, -0.33253)
C (4.38472, 2.86147, 1.20648)
C (0.64784, -2.40424, 1.39109)
H (5.47097, 2.90414, 1.30633)
H (-2.43920, -1.13478, 1.95659)
H (-2.46004, 2.32699, -1.13252)